DFT (ωB97M-V with the def2-TZVPD basis set) results for a 10-piece molecular cluster, C22H48F3N3O23S3 overall at a distorted geometry.

XYZ file:
```
102
Properties=species:S:1:pos:R:3:forces:R:3
N 5.088 1.938 0.476 -0.16 0.66 -1.33
H 5.261 2.840 0.025 0.01 0.10 0.38
H 4.144 1.610 0.128 -0.54 -0.48 0.44
H 5.042 2.050 1.486 0.53 -0.36 0.05
H 5.839 1.338 0.132 0.03 -0.34 0.80
N 0.855 3.002 -1.275 -1.46 0.15 0.18
H 1.525 2.276 -0.922 0.74 -0.09 0.65
H 1.045 3.404 -2.190 0.15 -0.20 -0.01
H 0.714 3.765 -0.613 0.55 -0.02 0.02
H -0.080 2.536 -1.283 0.21 -0.19 -0.50
N 0.989 2.338 2.737 0.40 -1.39 0.72
H 0.720 3.309 2.629 0.19 0.06 0.03
H 1.790 2.194 3.356 0.08 0.64 -0.07
H 1.235 1.835 1.862 -0.23 0.09 -0.33
H 0.221 1.836 3.236 -0.47 0.27 -0.42
C 1.870 0.032 0.045 -2.17 1.68 -1.03
O 0.595 0.149 0.700 0.45 -0.43 0.61
O 2.446 1.263 0.218 0.91 -0.02 0.17
C 2.600 -1.237 0.506 0.27 0.58 1.32
F 3.936 -1.019 0.470 -0.04 -0.34 -0.33
F 2.301 -1.523 1.796 0.18 0.12 -0.35
F 2.285 -2.306 -0.209 0.23 0.08 -0.27
C -0.379 -0.874 0.419 -0.31 0.93 -0.21
C -1.641 -0.470 1.141 0.30 0.45 0.55
H -1.870 0.588 0.994 -0.06 -0.09 -0.47
H -2.493 -1.076 0.844 0.01 -0.05 0.14
H -1.446 -0.506 2.215 -0.27 -0.47 0.03
H -0.055 -1.852 0.770 0.18 -0.01 -0.27
H -0.535 -0.828 -0.665 0.06 -0.56 -0.01
H 1.585 -0.048 -1.014 0.45 -0.91 -0.29
C -1.613 -4.264 0.259 0.84 0.01 1.30
C -1.382 -3.917 -1.183 -0.10 -0.82 0.19
C -0.085 -4.484 -1.756 1.25 0.67 -0.12
O -0.455 -5.015 -3.021 0.35 -0.30 -0.06
C -1.779 -4.895 -3.185 -0.29 -0.37 0.58
O -2.370 -5.047 -4.192 -0.21 -0.16 -0.62
O -2.355 -4.620 -1.985 -0.08 1.16 0.11
H -2.456 -3.806 0.777 -0.39 -0.08 -0.59
H -0.770 -3.932 0.881 0.20 0.13 -0.32
H -1.608 -5.339 0.440 -0.35 -0.04 -0.34
H -1.408 -2.837 -1.341 -0.46 0.01 -0.25
H 0.424 -5.167 -1.070 -0.46 -0.67 -0.36
H 0.691 -3.763 -2.026 -0.33 0.40 0.46
C -4.112 2.946 7.088 -0.58 -0.82 0.54
C -3.898 1.789 6.113 1.09 1.65 0.10
C -4.690 1.822 4.795 0.48 -1.14 1.43
O -3.675 1.584 3.804 0.24 0.11 -0.51
C -2.462 1.754 4.338 -0.57 0.11 0.43
O -1.422 1.698 3.725 -0.03 0.02 -0.36
O -2.547 2.007 5.623 0.96 -0.22 -0.02
H -3.419 2.893 7.928 0.09 -0.27 -0.10
H -5.108 2.859 7.527 -0.04 0.26 -0.11
H -3.961 3.928 6.645 -0.22 -0.13 -0.38
H -3.853 0.797 6.563 -0.43 0.15 0.18
H -5.194 2.772 4.648 -0.19 -0.16 -0.34
H -5.290 0.918 4.875 -0.73 0.48 -0.80
C -5.130 1.269 0.685 0.95 1.05 -1.05
C -5.690 2.356 -0.211 -1.09 0.43 0.38
C -5.987 2.072 -1.680 -0.54 -0.63 0.09
O -7.256 2.679 -1.895 -0.13 0.62 -0.13
C -7.828 3.025 -0.715 -0.27 -0.52 -0.30
O -8.898 3.523 -0.607 0.27 0.02 0.13
O -7.022 2.628 0.293 0.14 0.42 0.27
H -4.096 1.139 0.352 -0.07 -0.53 0.12
H -5.713 0.360 0.572 0.06 -0.10 0.24
H -5.058 1.660 1.696 -0.34 -0.29 0.10
H -5.154 3.311 -0.163 0.26 -0.21 0.33
H -6.141 1.001 -1.849 0.47 0.05 -0.21
H -5.301 2.541 -2.380 0.19 -0.33 0.06
C 8.049 -2.810 1.242 -1.33 -0.85 -0.81
C 6.527 -2.892 1.598 1.10 -0.07 -0.04
O 6.325 -1.720 2.404 -0.20 0.79 0.90
S 7.593 -0.743 2.494 1.61 -1.58 0.75
O 8.461 -0.968 3.620 -1.47 -0.02 -0.96
O 7.159 0.599 2.271 -0.35 -0.21 -0.82
O 8.310 -1.420 1.212 -0.02 1.53 0.45
H 8.212 -3.152 0.222 0.13 -0.16 0.11
H 8.670 -3.373 1.936 0.11 0.33 0.17
H 6.272 -3.791 2.154 0.09 0.14 0.25
H 5.862 -2.821 0.743 0.13 0.15 -0.17
C -2.343 1.952 -4.588 1.19 0.54 -0.14
C -1.595 0.620 -4.839 -1.28 0.97 -0.49
O -1.506 -0.037 -3.572 -0.20 0.79 1.73
S -2.362 0.743 -2.418 -1.43 -1.31 -2.32
O -1.486 1.502 -1.571 0.10 0.17 -0.23
O -3.320 -0.136 -1.835 1.04 0.69 -0.05
O -3.160 1.682 -3.465 0.22 -0.21 1.39
H -2.948 2.335 -5.406 -0.27 -0.57 -0.01
H -1.653 2.780 -4.373 0.03 -0.17 0.29
H -0.608 0.823 -5.241 0.03 -0.45 -0.12
H -2.269 0.041 -5.467 0.59 -0.43 -0.20
C 4.352 -0.475 -3.529 -0.06 0.25 -0.76
C 4.387 -0.746 -5.039 0.05 0.33 -0.29
O 3.413 -1.780 -5.248 -0.76 -0.63 0.68
S 2.935 -2.482 -3.870 0.90 -0.63 0.03
O 3.177 -3.893 -3.892 -0.15 1.64 -0.01
O 1.650 -1.992 -3.451 0.92 0.17 -0.42
O 4.122 -1.757 -2.990 -0.93 -0.88 0.31
H 3.526 0.201 -3.280 0.03 -0.01 0.07
H 5.288 -0.094 -3.127 0.04 -0.08 -0.08
H 5.353 -1.091 -5.406 0.02 -0.21 0.26
H 4.087 0.087 -5.674 -0.05 0.15 0.25
```
Positions in Å, forces in eV/Å.

The calculation puts the gap between HOMO and LUMO at 7.93 eV. Its charge is +2. The calculation puts the HOMO energy at -13.82 eV. For the total energy, the calculation gives -115797.3030 eV. The molar mass comes out at 875.82 g mol⁻¹.

Results of the Löwdin charge analysis, in e, for atoms 1 through 99:
1. N 0.29
2. H 0.15
3. H 0.08
4. H 0.14
5. H 0.13
6. N 0.29
7. H 0.08
8. H 0.15
9. H 0.14
10. H 0.08
11. N 0.30
12. H 0.14
13. H 0.15
14. H 0.09
15. H 0.09
16. C -0.41
17. O -0.14
18. O -0.25
19. C -0.54
20. F 0.13
21. F 0.15
22. F 0.18
23. C -0.24
24. C -0.06
25. H 0.06
26. H 0.09
27. H 0.08
28. H 0.11
29. H 0.10
30. H 0.15
31. C -0.03
32. C -0.30
33. C -0.09
34. O 0.08
35. C -0.57
36. O 0.19
37. O 0.09
38. H 0.09
39. H 0.08
40. H 0.10
41. H 0.13
42. H 0.14
43. H 0.10
44. C -0.01
45. C -0.26
46. C -0.04
47. O 0.07
48. C -0.55
49. O 0.08
50. O 0.09
51. H 0.09
52. H 0.10
53. H 0.09
54. H 0.16
55. H 0.15
56. H 0.15
57. C 0.00
58. C -0.30
59. C -0.10
60. O 0.06
61. C -0.56
62. O 0.19
63. O 0.07
64. H 0.06
65. H 0.11
66. H 0.07
67. H 0.16
68. H 0.14
69. H 0.12
70. C -0.15
71. C -0.12
72. O -0.21
73. S 0.65
74. O -0.20
75. O -0.26
76. O -0.19
77. H 0.14
78. H 0.14
79. H 0.14
80. H 0.11
81. C -0.16
82. C -0.13
83. O -0.18
84. S 0.66
85. O -0.27
86. O -0.18
87. O -0.19
88. H 0.15
89. H 0.12
90. H 0.14
91. H 0.15
92. C -0.20
93. C -0.14
94. O -0.18
95. S 0.67
96. O -0.19
97. O -0.25
98. O -0.21
99. H 0.12